Entry 1:
Computed, not measured: a single C2HCl2NO molecule in a non-equilibrium geometry, with wB97M-V/def2-TZVPD.

XYZ file:
```
7
Properties=species:S:1:pos:R:3:forces:R:3:nbo_charge:R:1
C -0.448507 1.396158 -0.165693 1.71 -7.56 0.61 0.1926
C 0.179265 -0.372863 -0.153910 -0.15 3.11 1.22 0.1924
N -0.735841 2.450921 -0.415494 -1.03 3.73 -0.62 -0.3554
O 0.686621 -0.656674 1.117074 -0.41 0.63 -2.28 -0.6575
Cl -1.067665 -1.567729 -0.584519 0.36 0.92 -0.06 0.0481
Cl 1.450606 -0.189845 -1.344686 -0.19 -0.49 0.32 0.0867
H -0.064480 -1.059968 1.547228 -0.28 -0.33 0.81 0.4930
```
Forces are in eV/Å.

Its HOMO-LUMO gap is 11.61 eV. As for the highest occupied orbital energy: -11.821 eV.

---

Entry 2:
Computed, not measured: a 2-piece molecular cluster, C2HCl2NO overall in a non-equilibrium geometry, with wB97M-V/def2-TZVPD.

XYZ file:
```
7
Properties=species:S:1:pos:R:3:forces:R:3:nbo_charge:R:1
C 0.546924 1.803427 0.228127 0.78 1.16 -1.28 0.8398
C -1.132338 -1.615883 -0.152194 -1.59 0.79 1.40 -0.2243
N 0.814518 0.800209 0.779581 -0.98 -4.85 2.78 -0.7795
O 0.623086 2.777546 -0.396373 -0.84 1.14 -0.33 -0.5169
Cl 0.328209 -2.305380 0.102899 1.69 -1.10 -0.12 0.1132
Cl -1.513245 -1.375304 -1.731631 -0.09 0.03 -1.41 0.1233
H 0.332847 -0.084614 1.169592 1.02 2.82 -1.04 0.4444
```
Forces are in eV/Å.

Its HOMO-LUMO gap is 8.39 eV. As for the highest occupied orbital energy: -9.646 eV.

---

Entry 3:
Computed, not measured: a 2-piece molecular cluster, C2HCl2NO overall in a non-equilibrium geometry, with wB97M-V/def2-TZVPD.

XYZ file:
```
7
Properties=species:S:1:pos:R:3:forces:R:3:nbo_charge:R:1
C 0.245303 -0.078976 1.076862 0.07 -0.78 -2.88 0.1040
C 0.294428 -0.384627 -0.270838 -1.77 0.83 -2.84 0.3663
N 0.368249 0.199252 2.155412 0.26 0.72 4.43 -0.1473
O -0.796181 -0.728220 -0.987319 6.24 0.36 -1.83 -0.5947
Cl -0.331460 2.408302 -0.271987 0.29 -1.01 -0.18 -0.4134
Cl 1.832509 -0.541946 -1.067881 -1.73 0.05 0.75 0.1640
H -1.612846 -0.873783 -0.634246 -3.37 -0.18 2.55 0.5211
```
Forces are in eV/Å.

Its HOMO-LUMO gap (alpha / beta) is 7.92 / 6.04 eV. As for the highest occupied orbital energy (alpha / beta): -10.265 / -9.258 eV.